Here is a 2-piece molecular cluster, C7H8 overall from OMol25. Energies are from the ωB97M-V functional and the def2-TZVPD basis.

Last column: Mulliken charge in e.
Positions of all 15 atoms, in Å:
1 C -1.283 1.246 3.350  0.215
2 C -0.708 1.344 2.325  -0.806
3 C -0.913 0.541 -0.444  -0.709
4 C -0.075 1.914 -0.679  -0.475
5 C 0.515 -0.319 -0.043  0.068
6 C 0.394 1.068 0.361  -0.048
7 C 0.729 -1.265 1.171  -1.442
8 H -1.778 0.371 0.188  0.383
9 H -1.209 -0.003 -1.408  0.428
10 H 0.289 1.812 -1.706  0.296
11 H -0.640 2.723 -0.245  0.333
12 H 0.829 -0.572 -0.990  0.595
13 H 1.072 -2.243 0.894  0.369
14 H -0.119 -1.465 1.732  0.426
15 H 1.421 -0.839 1.900  0.366

Its total energy is -7376.939 eV. As for the spin multiplicity: 1. The calculation puts the maximum force at 10.87 eV/Å. The gap between HOMO and LUMO (spin up / spin down) is 7.5 / 7.5 eV. Its net charge is 0.

---

Here is one molecule with the formula C7H8 from OMol25. Energies are from the ωB97M-V functional and the def2-TZVPD basis.

Last column: Mulliken charge in e.
Positions of all 15 atoms, in Å:
1 C 1.680 0.865 0.922  -1.099
2 C 0.468 0.074 0.262  0.523
3 C -0.694 -0.548 1.108  -0.474
4 C -1.871 -0.476 0.315  -0.208
5 C -1.592 -0.191 -1.069  -0.508
6 C -0.184 0.230 -1.265  -0.053
7 C 0.966 -0.590 -0.961  -0.591
8 H 1.652 1.885 0.677  0.274
9 H 2.541 0.404 0.325  0.319
10 H 1.890 0.708 2.022  0.296
11 H -0.355 -1.440 1.564  0.316
12 H -2.875 -0.846 0.699  0.343
13 H -2.326 0.191 -1.860  0.329
14 H -0.149 1.342 -1.608  0.279
15 H 0.849 -1.609 -1.131  0.253

Its total energy is -7380.616 eV. As for the spin multiplicity: 1. The calculation puts the maximum force at 5.92 eV/Å. The gap between HOMO and LUMO is 5.3 eV. Its net charge is 0.

---

Here is C7H8AlO2 as an isolated structure from OMol25. Energies are from the ωB97M-V functional and the def2-TZVPD basis.

Last column: Mulliken charge in e.
Positions of all 18 atoms, in Å:
1 O 1.813 -2.290 -0.697  -0.612
2 C 1.593 -1.190 -0.233  0.261
3 O 2.514 -0.448 0.291  -0.573
4 Al 2.359 1.407 0.458  0.352
5 C 0.160 -0.716 -0.181  0.259
6 C -0.584 -1.005 0.960  -0.223
7 C -1.927 -0.657 1.011  -0.515
8 C -2.513 -0.007 -0.069  -0.321
9 C -1.777 0.279 -1.213  -0.577
10 C -0.435 -0.077 -1.265  -0.148
11 H 1.122 1.853 1.395  -0.211
12 H 2.138 2.003 -1.036  -0.241
13 H 3.715 2.012 1.085  -0.303
14 H -0.107 -1.492 1.795  0.373
15 H -2.491 -0.880 1.903  0.364
16 H -3.552 0.285 -0.026  0.351
17 H -2.214 0.787 -2.057  0.366
18 H 0.186 0.136 -2.120  0.399

Its total energy is -18083.331 eV. As for the spin multiplicity: 1. The calculation puts the maximum force at 0.98 eV/Å. The gap between HOMO and LUMO is 8.7 eV. Its net charge is -1.

---

Here is C7H8AuCl2GaO4 as an isolated structure from OMol25. Energies are from the ωB97M-V functional and the def2-TZVPD basis.

Last column: Mulliken charge in e.
Positions of all 23 atoms, in Å:
1 Au -0.566 -0.457 -2.950  0.798
2 Ga 0.000 0.000 0.000  0.701
3 Cl -1.237 -1.756 -1.055  -0.110
4 Cl -1.137 1.410 -1.565  -0.191
5 C 0.953 1.414 0.709  0.577
6 C -0.096 -1.958 -3.918  0.367
7 C -0.015 0.632 -4.336  0.412
8 O 1.553 2.295 1.139  0.065
9 O 0.207 -2.895 -4.511  -0.029
10 O 0.338 1.314 -5.191  -0.019
11 C -0.979 0.034 3.542  -0.287
12 C -0.741 -1.441 3.592  -0.566
13 C -0.223 -1.645 2.180  -0.291
14 O -1.029 -0.824 1.331  -0.035
15 C -1.664 0.124 2.189  -0.323
16 H -1.570 0.448 4.387  0.423
17 H 0.004 0.558 3.494  0.198
18 H -1.720 -1.962 3.704  0.354
19 H -0.050 -1.785 4.390  0.406
20 H 0.847 -1.325 2.176  0.486
21 H -0.279 -2.717 1.894  0.294
22 H -2.725 -0.196 2.293  0.382
23 H -1.680 1.174 1.821  0.389

Its total energy is -96633.602 eV. As for the expectation value of S²: 2.01. As for the spin multiplicity: 3. The calculation puts the maximum force at 10.90 eV/Å. The gap between HOMO and LUMO (spin up / spin down) is 4.6 / 4.9 eV. Its net charge is +4.

---

Here is one molecule with the formula C7H8BClF2O2 from OMol25. Energies are from the ωB97M-V functional and the def2-TZVPD basis.

Last column: Mulliken charge in e.
Positions of all 21 atoms, in Å:
1 B 0.633 -0.675 1.385  0.621
2 C -2.624 0.040 -0.245  -0.247
3 C -1.728 -0.723 0.304  -1.009
4 C -1.063 1.278 -1.662  -0.784
5 C -2.261 1.008 -1.194  0.541
6 C 0.121 0.643 -0.996  0.244
7 C -0.240 -0.658 -0.032  0.780
8 C 1.248 0.278 -1.976  -0.589
9 O 1.724 -1.402 1.436  -0.504
10 O 0.316 0.190 2.360  -0.569
11 F -3.337 1.567 -1.816  -0.315
12 F -0.042 -1.880 -0.788  -0.353
13 Cl 2.047 1.777 -2.414  -0.216
14 H -3.734 0.014 -0.070  0.347
15 H -2.005 -1.524 1.126  0.204
16 H -0.952 1.758 -2.634  0.331
17 H 0.593 1.300 -0.175  0.192
18 H 0.941 -0.156 -2.930  0.391
19 H 1.908 -0.244 -1.331  0.349
20 H 2.352 -1.169 2.075  0.286
21 H 1.001 0.400 3.071  0.299

Its total energy is -30115.191 eV. As for the expectation value of S²: 2.01. As for the spin multiplicity: 3. The calculation puts the maximum force at 9.15 eV/Å. The gap between HOMO and LUMO (spin up / spin down) is 5.6 / 8.2 eV. Its net charge is 0.

---

Here is C7H8BF2Re as an isolated structure from OMol25. Energies are from the ωB97M-V functional and the def2-TZVPD basis.

Last column: Mulliken charge in e.
Positions of all 19 atoms, in Å:
1 Re -0.338 -1.266 -0.560  1.195
2 C 0.195 2.199 -1.075  -1.409
3 C 0.425 0.998 -0.260  1.099
4 C 1.470 0.064 -0.584  -0.516
5 C 1.799 -1.031 0.265  -0.266
6 C 0.971 -1.342 1.356  -0.378
7 C -0.204 -0.576 1.587  -0.346
8 C -0.473 0.576 0.766  -0.721
9 H 0.877 2.962 -0.648  0.390
10 H -0.816 2.598 -0.996  0.436
11 H 0.508 2.089 -2.116  0.415
12 H 2.049 0.223 -1.494  0.582
13 H 2.612 -1.707 0.000  0.471
14 H 1.164 -2.239 1.943  0.478
15 H -0.894 -0.857 2.380  0.517
16 H -1.363 1.170 0.964  0.587
17 F -2.075 -1.979 -1.388  -0.223
18 B -2.405 -1.135 -0.291  0.670
19 F -3.504 -0.746 0.152  0.021

Its total energy is -15593.897 eV. As for the expectation value of S²: 0.76. As for the spin multiplicity: 2. The calculation puts the maximum force at 0.75 eV/Å. The gap between HOMO and LUMO (spin up / spin down) is 9.0 / 8.1 eV. Its net charge is +3.

---

Here is C7H8Br2 as an isolated structure from OMol25. Energies are from the ωB97M-V functional and the def2-TZVPD basis.

Last column: Mulliken charge in e.
Positions of all 17 atoms, in Å:
1 C 0.202 -0.512 2.178  0.613
2 C -0.208 0.634 2.795  -1.198
3 C 0.078 -0.530 -1.400  -0.532
4 C -0.146 0.518 -0.291  -0.839
5 C 0.418 -1.504 -0.236  -0.478
6 C 0.091 -0.502 0.722  0.379
7 C 0.873 -1.432 3.347  -0.143
8 Br 2.232 -2.589 2.402  -0.165
9 Br -0.492 -2.588 4.014  -0.044
10 H -0.116 0.810 3.825  0.385
11 H -0.753 1.346 2.277  0.317
12 H -0.749 -0.874 -2.046  0.273
13 H 0.918 -0.267 -1.984  0.271
14 H 0.623 1.281 -0.464  0.205
15 H -1.056 0.954 -0.123  0.434
16 H -0.079 -2.423 -0.235  0.319
17 H 1.465 -1.761 0.030  0.204

Its total energy is -147467.616 eV. As for the spin multiplicity: 1. The calculation puts the maximum force at 4.76 eV/Å. The gap between HOMO and LUMO (spin up / spin down) is 8.8 / 5.3 eV. Its net charge is 0.

---

Here is one molecule with the formula C7H8Br2N2O3 from OMol25. Energies are from the ωB97M-V functional and the def2-TZVPD basis.

Last column: Mulliken charge in e.
Positions of all 22 atoms, in Å:
1 C -0.080 0.019 0.273  0.563
2 C 2.408 0.193 0.448  0.756
3 C -2.453 -0.233 -0.375  0.698
4 C 1.267 0.511 -1.659  -0.617
5 C -0.781 0.666 -1.943  -0.623
6 C 2.517 -0.188 1.897  -1.133
7 C -2.850 -0.712 0.994  -0.907
8 N 1.182 0.198 -0.255  0.056
9 N -1.159 0.147 -0.679  0.154
10 O -0.175 -0.302 1.424  -0.656
11 O 3.345 0.364 -0.300  -0.572
12 O -3.347 -0.029 -1.158  -0.556
13 Br 1.688 -1.020 -2.708  -0.086
14 Br -1.205 2.550 -2.042  -0.119
15 H 1.707 1.389 -1.846  0.620
16 H -1.050 0.133 -2.765  0.571
17 H 3.313 0.363 2.210  0.436
18 H 2.806 -1.340 1.911  0.233
19 H 1.688 0.049 2.483  0.347
20 H -1.998 -1.369 1.417  0.270
21 H -3.806 -1.413 0.952  0.282
22 H -3.019 0.027 1.720  0.281

Its total energy is -156594.942 eV. As for the spin multiplicity: 1. The calculation puts the maximum force at 7.27 eV/Å. The gap between HOMO and LUMO is 10.2 eV. Its net charge is 0.